110
Properties=species:S:1:pos:R:3:lowdin_charge:R:1 method="wB97M-V/def2-TZVPD" relative_energy_ev=0.971 total_charge=-1 e_tot_ev=-134005.133
Ca -3.042 -1.732 -0.923 1.3961
Ca 1.052 1.477 0.474 1.4233
Ca -1.879 -0.195 1.934 1.3418
P -0.350 -0.770 -0.386 0.0132
P -4.542 -0.886 1.591 -0.0665
O -1.691 -0.011 -0.296 -0.5628
O -0.805 -2.175 -0.728 -0.4238
O 0.740 0.093 -1.168 -0.5114
O 3.583 -2.858 -1.512 -0.1703
O -0.522 3.372 4.018 0.1275
O -0.909 1.984 2.251 -0.1108
O -4.865 -0.977 0.048 -0.5908
O -5.648 -1.639 2.310 -0.4177
O -4.022 0.481 2.123 -0.4949
O -3.301 -1.804 1.318 -0.6640
O 0.183 -0.451 1.056 -0.6037
O 0.979 2.939 2.380 -0.1354
O 0.029 3.230 -0.695 -0.2749
N -2.891 -1.126 -3.237 -0.2789
N -1.344 -0.976 4.040 -0.2977
N 3.451 1.480 0.433 -0.2838
C -2.418 -1.872 4.461 -0.2461
C -1.060 0.146 4.938 -0.2600
C -1.748 -1.970 -3.664 -0.2609
C -0.092 3.294 -2.112 -0.1950
C 5.521 2.544 1.383 -0.0667
C 3.512 -0.169 2.345 -0.0601
C 0.127 4.749 -2.427 -0.1477
C -3.513 1.231 -2.753 -0.0594
C 4.329 -3.572 -2.503 -0.2131
C 4.001 2.559 1.266 -0.2539
C -1.902 -3.488 -3.401 -0.0592
C -2.430 0.287 -3.289 -0.2608
C 3.794 0.120 0.837 -0.2328
C 3.686 1.688 -1.033 -0.2197
C -2.263 0.985 5.282 -0.0763
C -3.950 -0.775 -5.603 -0.0813
C -0.193 2.821 2.845 -0.7887
C -4.026 -1.305 -4.185 -0.2448
C -0.602 4.395 -0.124 -0.1442
C 3.341 -4.626 -2.960 -0.1770
C -0.617 5.425 -1.271 -0.1548
C 1.997 -3.901 -2.942 -0.1532
C -2.192 -2.675 5.769 -0.0566
C 3.372 3.112 -1.507 -0.0792
C 2.205 -2.763 -1.891 -0.1820
C -0.182 -3.035 3.021 -0.0619
C -0.094 -1.727 3.810 -0.2648
H -1.007 2.850 -2.515 0.1114
H -1.661 5.618 -1.529 0.1092
H 0.242 -1.966 4.833 0.1001
H -2.730 1.529 4.459 0.0744
H -3.365 -1.331 4.479 0.1114
H 3.174 0.914 -1.605 0.1083
H -2.852 -3.531 5.869 0.0724
H -3.038 2.209 -2.630 0.0597
H 3.545 -4.990 -3.971 0.1049
H -4.385 1.299 -3.403 0.0659
H 1.605 -2.986 -1.016 0.1041
H -4.878 -0.862 -3.662 0.1178
H 3.556 2.542 2.258 0.0917
H -3.939 0.316 -5.583 0.0667
H -1.154 -2.997 5.841 0.0521
H 4.146 3.813 -1.192 0.0745
H -4.895 -1.053 -6.073 0.0774
H 0.683 -3.128 2.365 0.0715
H 2.437 3.521 -1.127 0.0522
H -0.263 -3.915 3.656 0.0724
H -2.593 -2.552 3.627 0.0941
H 5.180 -3.949 -1.935 0.1142
H 4.760 1.553 -1.220 0.1119
H 4.842 -0.187 0.755 0.1109
H -0.784 -1.579 -3.340 0.1054
H 1.774 -3.450 -3.909 0.1028
H 0.673 2.625 -2.519 0.1168
H 4.694 -2.890 -3.282 0.1142
H -1.662 -1.794 -4.752 0.1040
H -2.741 -3.912 -3.949 0.0658
H -0.218 5.203 -3.352 0.1152
H 0.314 3.750 4.335 0.1253
H 3.435 -5.453 -2.257 0.1107
H -1.560 0.463 -2.654 0.0785
H 2.580 -0.712 2.524 0.0489
H 6.038 2.592 0.417 0.0691
H 2.067 -1.807 -2.394 0.1013
H -2.382 -1.966 6.580 0.0635
H 5.872 1.604 1.811 0.0699
H -2.086 0.489 -4.313 0.1142
H -0.194 6.392 -0.995 0.1079
H 3.182 -0.658 0.379 0.1091
H 4.249 -0.873 2.738 0.0753
H -0.204 0.706 4.547 0.1076
H -3.130 -1.146 -6.215 0.0663
H -1.638 4.210 0.165 0.1326
H -1.000 -3.998 -3.735 0.0624
H 3.397 3.038 -2.594 0.0884
H -0.065 4.643 0.789 0.1133
H 5.919 3.398 1.932 0.0746
H 3.630 3.468 0.799 0.0998
H 1.164 -4.537 -2.645 0.1002
H -1.961 -3.603 -2.313 0.0481
H -1.036 -2.995 2.338 0.0671
H -1.968 1.660 6.089 0.0750
H -0.580 -0.232 5.862 0.1152
H -3.126 0.425 5.652 0.0750
H -3.878 0.979 -1.754 0.0776
H 1.164 5.045 -2.241 0.1039
H 3.471 0.708 2.991 0.0661
H -4.278 -2.365 -4.095 0.1088
H 0.650 -1.080 3.350 0.0762